1.
{"formula": "C32H57N4OP2Sr", "method": "ωB97M-V/def2-TZVPD", "symbols": ["C", "C", "C", "C", "C", "H", "H", "H", "N", "P", "P", "C", "H", "H", "C", "O", "C", "H", "C", "C", "C", "C", "C", "H", "H", "H", "C", "H", "H", "H", "C", "H", "H", "H", "C", "H", "H", "H", "C", "H", "H", "H", "C", "H", "H", "H", "C", "H", "H", "H", "C", "H", "H", "H", "C", "H", "H", "H", "C", "H", "H", "H", "C", "H", "H", "H", "C", "H", "H", "H", "Sr", "N", "C", "C", "C", "C", "C", "H", "H", "H", "H", "H", "H", "H", "H", "H", "C", "N", "C", "C", "N", "H", "H", "H", "H", "H", "H"], "xyz": [[-1.012, -2.427, -1.641], [1.232, -1.791, -1.269], [-0.626, -3.575, -2.327], [1.651, -2.997, -1.883], [0.735, -3.892, -2.393], [-1.392, -4.213, -2.768], [2.724, -3.179, -1.946], [1.075, -4.813, -2.854], [-0.125, -1.601, -1.059], [-2.878, -1.079, -0.053], [2.755, 0.691, -0.305], [-2.511, -2.088, -1.550], [-2.808, -1.542, -2.461], [-3.111, -3.009, -1.571], [-0.025, 2.689, 2.028], [0.046, 3.763, 2.426], [2.292, -0.882, -0.906], [3.241, -1.465, -0.913], [3.963, 1.224, -1.706], [3.664, 0.460, 1.405], [-4.164, 0.248, -0.539], [-3.477, -2.413, 1.156], [3.664, 2.719, -1.899], [3.932, 3.310, -1.014], [4.226, 3.115, -2.758], [2.595, 2.871, -2.091], [5.451, 1.008, -1.418], [5.806, 1.541, -0.529], [5.697, -0.057, -1.321], [6.029, 1.390, -2.275], [3.614, 0.443, -2.978], [4.159, 0.870, -3.833], [3.877, -0.617, -2.900], [2.541, 0.509, -3.184], [4.217, 1.832, 1.827], [3.413, 2.566, 1.959], [4.743, 1.730, 2.787], [4.927, 2.248, 1.102], [2.599, 0.000, 2.421], [1.815, 0.764, 2.585], [2.140, -0.968, 2.139], [3.070, -0.159, 3.403], [4.782, -0.581, 1.358], [5.594, -0.315, 0.675], [5.222, -0.663, 2.366], [4.409, -1.574, 1.079], [-3.875, -1.737, 2.485], [-4.208, -2.519, 3.188], [-3.029, -1.201, 2.943], [-4.707, -1.030, 2.362], [-2.306, -3.385, 1.420], [-1.959, -3.877, 0.501], [-1.444, -2.889, 1.896], [-2.650, -4.172, 2.111], [-4.663, -3.207, 0.593], [-4.959, -3.962, 1.339], [-5.536, -2.574, 0.404], [-4.410, -3.740, -0.332], [-4.021, 0.579, -2.033], [-4.409, -0.227, -2.670], [-4.613, 1.481, -2.254], [-2.980, 0.786, -2.315], [-3.854, 1.510, 0.297], [-2.846, 1.907, 0.097], [-4.577, 2.296, 0.031], [-3.940, 1.325, 1.378], [-5.602, -0.206, -0.278], [-5.873, -1.070, -0.899], [-5.795, -0.431, 0.778], [-6.276, 0.618, -0.560], [-0.099, -0.003, 0.959], [0.256, 1.284, -1.116], [0.640, 1.444, -2.229], [0.302, 2.232, -3.549], [1.259, 1.954, -4.701], [-1.106, 1.831, -3.968], [0.317, 3.731, -3.242], [2.280, 2.280, -4.468], [1.257, 0.889, -4.971], [0.944, 2.515, -5.591], [-1.825, 2.193, -3.225], [-1.386, 2.285, -4.930], [-1.204, 0.742, -4.053], [-0.025, 4.308, -4.110], [-0.368, 3.948, -2.412], [1.314, 4.087, -2.974], [-0.817, 1.163, 6.627], [-0.410, -0.020, 5.852], [0.230, -1.141, 6.558], [-0.543, -0.055, 4.562], [-0.667, -0.139, 3.387], [-0.689, 0.925, 7.688], [-1.873, 1.410, 6.435], [-0.196, 2.040, 6.381], [-0.290, -2.086, 6.335], [1.289, -1.243, 6.267], [0.172, -0.938, 7.632]], "mulliken_charge": [-0.09, 0.45, -0.92, -1.55, -0.82, 0.48, 0.48, 0.41, 1.21, 0.69, 0.46, -0.99, 0.67, 0.28, 0.37, -0.23, -0.54, 0.10, 2.12, 2.38, 2.25, 1.70, -1.45, 0.35, 0.50, 0.01, -1.96, 0.35, 0.40, 0.50, -1.66, 0.61, 0.35, 0.03, -1.74, 0.27, 0.51, 0.29, -2.15, -0.07, 0.23, 0.74, -1.82, 0.32, 0.55, 0.27, -1.40, 0.50, 0.03, 0.23, -1.58, 0.31, 0.13, 0.57, -1.75, 0.53, 0.34, 0.30, -2.25, 0.38, 0.62, 0.13, -1.80, 0.19, 0.54, 0.30, -2.08, 0.38, 0.35, 0.53, 1.34, 0.40, -1.07, 2.62, -1.94, -1.81, -1.66, 0.25, 0.42, 0.54, 0.32, 0.53, 0.35, 0.44, 0.28, 0.47, -0.80, 0.08, -0.77, 0.08, -0.68, 0.28, 0.31, 0.32, 0.32, 0.29, 0.27], "charge": 1, "max_force_ev_per_a": 4.9, "homo_energy_ev": -8.34, "lumo_energy_ev": -2.24, "relative_energy_kcal_mol": 35.7}

2.
{"formula": "C12H33BCoF4NO8", "method": "ωB97M-V/def2-TZVPD", "symbols": ["Co", "B", "F", "F", "F", "F", "C", "O", "C", "C", "N", "C", "C", "O", "C", "H", "H", "H", "H", "H", "H", "H", "H", "H", "H", "H", "H", "H", "H", "H", "C", "C", "O", "O", "H", "H", "H", "H", "H", "H", "C", "C", "O", "O", "H", "H", "H", "H", "H", "H", "C", "C", "O", "O", "H", "H", "H", "H", "H", "H"], "xyz": [[-1.955, -0.064, -0.645], [0.298, 0.038, 1.245], [1.275, 0.981, 1.393], [-0.875, 0.477, 1.874], [-0.075, -0.246, -0.112], [0.622, -1.165, 1.902], [-1.662, -2.574, -2.670], [-2.021, -1.964, -1.423], [-2.807, -2.860, -0.582], [-3.001, -2.310, 0.832], [-3.127, -0.830, 0.886], [-4.450, -0.240, 0.516], [-4.734, -0.290, -1.016], [-3.664, 0.168, -1.801], [-3.957, 0.273, -3.174], [-0.584, -2.458, -2.787], [-2.144, -2.137, -3.546], [-1.853, -3.646, -2.699], [-2.328, -3.831, -0.450], [-3.754, -3.068, -1.084], [-2.053, -2.555, 1.319], [-3.668, -2.993, 1.365], [-2.961, -0.579, 1.855], [-4.562, 0.783, 0.866], [-5.293, -0.828, 0.891], [-5.535, 0.457, -1.078], [-5.075, -1.277, -1.331], [-4.482, 1.223, -3.316], [-4.386, -0.561, -3.727], [-2.984, 0.517, -3.606], [3.928, -1.308, 1.367], [4.689, -1.457, 0.077], [5.526, -0.335, -0.189], [2.996, -2.368, 1.447], [3.500, -0.300, 1.369], [4.613, -1.401, 2.215], [4.107, -1.801, -0.784], [5.478, -2.196, 0.294], [6.148, -0.725, -0.808], [2.214, -2.013, 1.898], [-0.622, 2.054, -2.425], [-1.821, 2.757, -1.722], [-2.157, 2.082, -0.504], [-0.893, 0.626, -2.386], [0.222, 2.258, -1.765], [-0.484, 2.344, -3.463], [-2.696, 3.023, -2.316], [-1.381, 3.712, -1.421], [-2.415, 2.771, 0.116], [-0.488, 0.344, -3.212], [4.804, 1.739, 2.842], [5.289, 2.924, 3.651], [5.075, 2.709, 5.039], [5.256, 1.992, 1.504], [3.720, 1.630, 2.834], [5.319, 0.821, 3.129], [4.771, 3.834, 3.334], [6.359, 3.081, 3.493], [5.207, 3.539, 5.501], [5.532, 1.223, 0.991]], "nbo_charge": [1.56, 1.35, -0.53, -0.58, -0.58, -0.56, -0.26, -0.61, -0.08, -0.28, -0.69, -0.26, -0.09, -0.60, -0.27, 0.21, 0.19, 0.21, 0.22, 0.18, 0.25, 0.23, 0.43, 0.23, 0.22, 0.20, 0.19, 0.20, 0.21, 0.20, -0.10, -0.08, -0.74, -0.74, 0.18, 0.17, 0.17, 0.16, 0.48, 0.50, -0.10, -0.10, -0.77, -0.78, 0.22, 0.21, 0.19, 0.21, 0.53, 0.51, -0.08, -0.07, -0.73, -0.77, 0.17, 0.17, 0.16, 0.17, 0.47, 0.50], "charge": 1, "max_force_ev_per_a": 2.7, "s_squared": 3.76, "homo_energy_ev": [-10.98, -10.98], "lumo_energy_ev": [-2.77, -3.58], "spin_multiplicity": 4, "relative_energy_kcal_mol": 0.0}